No. 1
A cluster of 16 separate species, C32H100N4O20 in total in a non-equilibrium geometry. Source: the Open Molecules 2025 dataset; level of theory: ωB97M-V/def2-TZVPD.

Atoms and positions in Å:
1 C -2.589 -3.485 -3.228
2 O -3.526 -2.706 -2.501
3 H -2.767 -3.214 -4.269
4 H -1.595 -3.203 -2.882
5 H -2.726 -4.547 -3.020
6 H -4.437 -2.953 -2.678
7 C -0.725 5.207 -2.741
8 O -0.060 4.460 -1.823
9 H -0.020 5.952 -3.109
10 H -0.960 4.638 -3.641
11 H -1.580 5.646 -2.228
12 H -0.503 4.486 -0.972
13 C -0.259 1.619 -4.636
14 O -0.601 0.325 -4.376
15 H 0.829 1.652 -4.586
16 H -0.651 1.913 -5.610
17 H -0.653 2.277 -3.861
18 H -0.204 -0.168 -5.097
19 C -6.572 -0.158 2.234
20 O -6.708 -0.008 3.635
21 H -7.492 -0.629 1.891
22 H -6.343 0.722 1.632
23 H -5.860 -0.949 1.998
24 H -7.040 -0.853 3.946
25 C -3.829 3.341 -2.359
26 O -4.356 2.203 -3.075
27 H -4.158 4.311 -2.732
28 H -4.116 3.380 -1.308
29 H -2.751 3.281 -2.506
30 H -3.729 1.502 -2.883
31 C -4.027 -3.664 0.927
32 O -5.405 -3.367 1.256
33 H -3.317 -2.987 1.402
34 H -3.776 -4.719 1.034
35 H -3.878 -3.571 -0.148
36 H -5.888 -3.978 0.696
37 C -6.529 -0.735 -1.352
38 O -7.378 -1.065 -2.478
39 H -5.545 -0.584 -1.798
40 H -6.852 0.175 -0.847
41 H -6.629 -1.533 -0.617
42 H -7.069 -0.496 -3.187
43 C -3.430 0.175 -6.246
44 O -4.066 -0.577 -7.233
45 H -2.445 0.506 -6.577
46 H -3.910 1.141 -6.094
47 H -3.325 -0.320 -5.281
48 H -3.405 -0.966 -7.812
49 C 0.959 -4.115 0.695
50 C -0.287 -3.527 1.413
51 C -0.717 -4.444 2.495
52 O -0.824 -5.813 2.142
53 C -0.834 -6.797 3.169
54 N 0.169 -2.273 1.940
55 H 1.840 -4.341 1.297
56 H 1.235 -3.595 -0.221
57 H 0.543 -5.050 0.320
58 H -1.111 -3.412 0.709
59 H -1.565 -4.107 3.092
60 H 0.036 -4.372 3.280
61 H -0.668 -6.480 4.198
62 H -0.154 -7.626 2.973
63 H -1.776 -7.345 3.140
64 H -0.427 -2.035 2.719
65 H -0.008 -1.545 1.263
66 C 4.862 -4.311 -0.523
67 C 5.979 -3.180 -0.645
68 C 6.043 -2.276 0.553
69 O 4.753 -2.002 1.141
70 C 4.105 -0.831 0.552
71 N 7.289 -3.724 -0.971
72 H 5.098 -5.041 0.251
73 H 4.664 -4.793 -1.481
74 H 3.891 -3.839 -0.370
75 H 5.726 -2.576 -1.517
76 H 6.680 -1.394 0.485
77 H 6.446 -2.798 1.421
78 H 4.492 0.030 1.097
79 H 3.017 -0.855 0.618
80 H 4.187 -0.818 -0.535
81 H 7.977 -3.020 -0.746
82 H 7.523 -4.394 -0.252
83 C 7.193 1.421 -1.614
84 C 6.397 0.496 -2.420
85 C 4.910 0.905 -2.579
86 O 4.103 -0.049 -3.238
87 C 2.754 0.047 -2.965
88 N 6.980 0.348 -3.760
89 H 6.973 1.404 -0.547
90 H 7.067 2.452 -1.946
91 H 8.259 1.201 -1.672
92 H 6.423 -0.509 -2.000
93 H 4.975 1.759 -3.252
94 H 4.463 1.176 -1.623
95 H 2.493 1.097 -3.096
96 H 2.597 -0.215 -1.919
97 H 2.072 -0.459 -3.649
98 H 6.844 -0.634 -3.953
99 H 7.966 0.364 -3.544
100 C -3.305 0.541 -0.046
101 C -2.264 0.569 -1.185
102 C -1.060 -0.355 -0.867
103 O -0.340 -0.011 0.347
104 C 0.483 1.144 0.192
105 N -2.778 0.109 -2.426
106 H -3.850 -0.396 0.071
107 H -4.125 1.238 -0.218
108 H -2.848 0.869 0.888
109 H -1.943 1.609 -1.244
110 H -0.343 -0.275 -1.685
111 H -1.372 -1.399 -0.838
112 H -0.051 2.066 -0.037
113 H 1.277 1.034 -0.547
114 H 0.972 1.294 1.155
115 H -2.023 0.100 -3.096
116 H -2.923 -0.882 -2.293
117 C -2.101 0.312 4.028
118 C -3.553 -0.143 3.827
119 O -4.303 1.017 3.869
120 O -1.293 -0.888 4.010
121 H -1.954 0.779 5.002
122 H -1.773 1.093 3.342
123 H -3.939 -0.839 4.571
124 H -3.707 -0.613 2.855
125 H -5.194 0.705 3.694
126 H -0.452 -0.711 4.438
127 C 3.892 3.173 1.029
128 C 3.036 4.456 1.236
129 O 2.670 4.589 2.604
130 O 5.267 3.414 1.377
131 H 3.721 2.876 -0.006
132 H 3.562 2.355 1.669
133 H 2.209 4.474 0.526
134 H 3.646 5.299 0.911
135 H 3.496 4.769 3.057
136 H 5.396 3.207 2.306
137 C -0.480 5.298 2.634
138 C -0.655 3.996 1.848
139 O -1.267 4.145 0.592
140 O 0.334 5.014 3.803
141 H -1.493 5.624 2.873
142 H -0.034 6.119 2.074
143 H -1.100 3.190 2.431
144 H 0.298 3.554 1.554
145 H -2.155 4.494 0.695
146 H 1.220 4.823 3.488
147 C 1.158 1.330 5.700
148 C 1.653 1.564 4.271
149 O 2.882 0.966 4.021
150 O 0.594 0.078 5.903
151 H 0.418 2.078 5.985
152 H 2.024 1.488 6.343
153 H 1.724 2.651 4.258
154 H 0.891 1.349 3.521
155 H 2.842 0.013 3.909
156 H 0.253 0.069 6.801

As for the expectation value of S²: 0.754. As for the spin multiplicity: 2. The LUMO energy (alpha / beta) comes out at -0.07086 / -0.27374 Ha. The charge is +1. The value obtained for the HOMO-LUMO gap (alpha / beta) is 9.3 / 3.8 eV. Its total energy is -81697.7848 eV.

Here are the Löwdin charges for atoms 1 to 2, given in e: -0.117 -0.169

***

No. 2
A structure of composition C32H16F5MoN8OTe. Source: the Open Molecules 2025 dataset; level of theory: ωB97M-V/def2-TZVPD.

Atoms and positions in Å:
1 Mo 0.963 -1.009 -0.012
2 C -1.042 0.547 6.159
3 C -1.573 -0.737 6.153
4 C -1.427 -1.586 5.048
5 C -0.737 -1.080 3.967
6 C -0.387 -1.668 2.691
7 N 0.352 -0.765 1.941
8 C 0.463 0.392 2.700
9 N 1.096 1.481 2.345
10 C 1.419 1.748 1.106
11 C 2.223 2.881 0.693
12 C 2.852 3.866 1.423
13 C 3.523 4.858 0.696
14 C 3.532 4.858 -0.692
15 C 2.871 3.866 -1.428
16 C 2.233 2.881 -0.706
17 C 1.438 1.746 -1.130
18 N 1.134 1.479 -2.374
19 C 0.513 0.388 -2.738
20 N 0.388 -0.767 -1.977
21 C -0.322 -1.678 -2.743
22 N -0.633 -2.900 -2.386
23 C -0.595 -3.307 -1.146
24 N -0.436 -2.495 -0.026
25 C -0.629 -3.301 1.093
26 N -0.703 -2.885 2.330
27 C -0.814 -4.676 0.674
28 C -1.004 -5.830 1.402
29 C -1.155 -7.016 0.672
30 C -1.135 -7.020 -0.717
31 C -0.962 -5.839 -1.450
32 C -0.793 -4.680 -0.725
33 C -0.648 -1.096 -4.028
34 C -1.310 -1.611 -5.122
35 C -1.442 -0.765 -6.232
36 C -0.921 0.523 -6.229
37 C -0.240 1.034 -5.116
38 C -0.124 0.200 -4.025
39 N 0.986 1.047 -0.015
40 C -0.202 0.213 3.973
41 C -0.335 1.051 5.060
42 H -1.174 1.168 7.034
43 H -2.108 -1.090 7.024
44 H -1.832 -2.588 5.048
45 H 2.828 3.877 2.504
46 H 4.040 5.646 1.227
47 H 4.055 5.646 -1.217
48 H 2.860 3.877 -2.509
49 H -1.039 -5.823 2.483
50 H -1.297 -7.949 1.200
51 H -1.263 -7.956 -1.244
52 H -0.965 -5.840 -2.532
53 H -1.707 -2.616 -5.128
54 H -1.957 -1.124 -7.112
55 H -1.042 1.143 -7.107
56 H 0.173 2.034 -5.116
57 H 0.089 2.046 5.068
58 F 4.521 -2.167 1.695
59 Te 3.604 -3.268 0.574
60 F 2.515 -4.235 -0.550
61 F 4.748 -2.943 -0.797
62 F 2.313 -3.486 1.875
63 F 4.494 -4.743 1.120
64 O 2.593 -1.699 0.008

For the relative energy (zero: lowest compared OMol25 entry of this formula, charge and spin), the calculation gives 0.000 eV. The LUMO energy comes out at -0.41923 Ha. The charge is +3. The value obtained for the HOMO-LUMO gap is 6.1 eV. Its total energy is -70125.8276 eV.

Here are the Löwdin charges for atoms 1 to 2, given in e: 1.704 0.013

***

No. 3
A structure of composition C32H20F5N4O2S2V. Source: the Open Molecules 2025 dataset; level of theory: ωB97M-V/def2-TZVPD.

Atoms and positions in Å:
1 V -0.278 0.648 -0.867
2 F -3.412 -3.714 2.570
3 C -3.223 -2.500 2.031
4 C -1.973 -1.900 2.086
5 F -0.958 -2.530 2.685
6 C -1.813 -0.651 1.525
7 F -0.585 -0.082 1.572
8 C -2.835 0.054 0.892
9 S -2.507 1.610 0.148
10 C -4.073 -0.581 0.866
11 F -5.127 0.000 0.280
12 C -4.272 -1.835 1.419
13 F -5.477 -2.417 1.363
14 C 5.104 -1.619 -6.779
15 O 3.960 -2.347 -6.393
16 C 2.747 -1.857 -6.787
17 C 1.633 -2.373 -6.124
18 C 0.368 -1.935 -6.445
19 C 0.196 -0.976 -7.442
20 C 1.298 -0.509 -8.137
21 C 2.581 -0.926 -7.805
22 N -1.098 -0.555 -7.931
23 N -2.052 -0.320 -7.174
24 C -1.908 -0.294 -5.753
25 C -2.878 -0.967 -5.036
26 C -2.811 -1.148 -3.657
27 C -1.768 -0.569 -2.920
28 O -1.562 -0.737 -1.671
29 C -0.889 0.326 -3.655
30 N -0.036 1.048 -2.877
31 C 0.849 1.826 -3.455
32 C 0.896 2.000 -4.848
33 C 0.010 1.330 -5.642
34 C -0.911 0.431 -5.058
35 H 5.930 -2.011 -6.189
36 H 4.979 -0.553 -6.568
37 H 5.328 -1.756 -7.842
38 H 1.784 -3.107 -5.346
39 H -0.485 -2.326 -5.907
40 H 1.146 0.201 -8.940
41 H 3.428 -0.534 -8.349
42 H -3.682 -1.424 -5.602
43 H -3.547 -1.744 -3.136
44 H 1.530 2.353 -2.797
45 H 1.623 2.678 -5.273
46 H 0.002 1.498 -6.711
47 C -0.471 3.972 -0.651
48 C 0.812 3.458 -0.071
49 C 1.690 4.389 0.541
50 C 2.885 3.962 1.021
51 C 3.266 2.608 0.866
52 C 4.544 2.157 1.267
53 C 4.887 0.854 1.030
54 C 3.985 -0.019 0.412
55 C 2.710 0.360 0.025
56 S 1.637 -0.786 -0.727
57 C 2.345 1.727 0.262
58 N 1.105 2.176 -0.155
59 H -0.354 5.019 -0.932
60 H -1.277 3.895 0.081
61 H -0.769 3.396 -1.527
62 H 1.380 5.423 0.615
63 H 3.574 4.648 1.502
64 H 5.224 2.852 1.741
65 H 5.865 0.488 1.316
66 H 4.283 -1.042 0.222

As for the expectation value of S²: 3.772. For the relative energy (zero: lowest compared OMol25 entry of this formula, charge and spin), the calculation gives 0.265 eV. As for the spin multiplicity: 4. The LUMO energy (alpha / beta) comes out at 0.08589 / 0.08528 Ha. The charge is -1. The value obtained for the HOMO-LUMO gap (alpha / beta) is 6.1 / 6.9 eV. Its total energy is -104512.7693 eV.

Here are the Löwdin charges for atoms 1 to 2, given in e: 0.445 0.099

***

No. 4
A structure of composition C32H21BrF5N3O2RuS in a non-equilibrium geometry. Source: the Open Molecules 2025 dataset; level of theory: ωB97M-V/def2-TZVPD.

Atoms and positions in Å:
1 Ru -0.967 -0.447 1.996
2 C -1.715 3.144 3.510
3 C -2.288 1.803 3.190
4 C -2.159 0.743 4.106
5 C -2.766 -0.493 3.870
6 C -3.492 -0.702 2.687
7 C -3.640 0.353 1.778
8 C -3.038 1.589 2.025
9 H -1.678 3.785 2.632
10 H -0.710 3.041 3.912
11 H -2.331 3.627 4.268
12 H -1.640 0.920 5.039
13 H -2.744 -1.257 4.638
14 H -4.002 -1.645 2.531
15 H -4.266 0.224 0.905
16 H -3.202 2.416 1.346
17 F 4.187 -3.682 4.602
18 C 3.084 -3.455 3.899
19 C 2.035 -2.722 4.457
20 F 2.130 -2.231 5.689
21 C 0.888 -2.517 3.711
22 F -0.122 -1.771 4.222
23 C 0.724 -3.041 2.423
24 S -0.801 -2.908 1.613
25 C 1.800 -3.743 1.872
26 F 1.706 -4.210 0.632
27 C 2.967 -3.945 2.598
28 F 3.973 -4.622 2.057
29 Br 5.445 2.951 4.788
30 C 4.821 2.004 3.258
31 C 5.708 1.688 2.238
32 C 5.248 0.985 1.137
33 C 3.925 0.588 1.068
34 C 3.051 0.888 2.111
35 C 3.491 1.619 3.207
36 C 1.647 0.397 2.047
37 O 0.785 0.823 2.860
38 O 1.334 -0.460 1.184
39 H 6.743 1.987 2.306
40 H 5.932 0.731 0.341
41 H 3.549 0.038 0.219
42 H 2.809 1.847 4.012
43 N -0.845 1.065 -5.247
44 C -1.199 0.812 -6.542
45 C -0.878 1.426 -7.742
46 C -1.444 0.893 -8.886
47 C -2.295 -0.219 -8.839
48 C -2.615 -0.839 -7.652
49 C -2.070 -0.311 -6.477
50 N -2.216 -0.690 -5.184
51 C -1.485 0.138 -4.467
52 C -1.397 0.089 -3.029
53 C -0.695 1.032 -2.269
54 C -0.704 0.928 -0.891
55 N -1.362 -0.030 -0.247
56 C -2.023 -0.945 -0.960
57 C -2.070 -0.925 -2.336
58 H -0.225 1.796 -4.941
59 H -0.218 2.279 -7.776
60 H -1.228 1.350 -9.839
61 H -2.709 -0.593 -9.762
62 H -3.262 -1.699 -7.607
63 H -0.155 1.843 -2.730
64 H -0.175 1.648 -0.278
65 H -2.537 -1.715 -0.397
66 H -2.611 -1.675 -2.890

As for the expectation value of S²: 1.193. For the relative energy (zero: lowest compared OMol25 entry of this formula, charge and spin), the calculation gives 2.714 eV. As for the spin multiplicity: 2. The LUMO energy (alpha / beta) comes out at -0.18936 / -0.16837 Ha. The charge is +1. The value obtained for the HOMO-LUMO gap (alpha / beta) is 5.6 / 6.2 eV. Its total energy is -139129.9582 eV.

Here are the Löwdin charges for atoms 1 to 2, given in e: 1.201 -0.022

***

No. 5
A structure of composition C32H21F7N5O9SW in a non-equilibrium geometry. Source: the Open Molecules 2025 dataset; level of theory: ωB97M-V/def2-TZVPD.

Atoms and positions in Å:
1 W -1.164 -0.957 0.469
2 O -2.821 -2.330 1.429
3 C -2.981 -3.698 1.009
4 C -3.165 -3.739 -0.490
5 N -2.038 -3.056 -1.132
6 C -2.438 -2.265 -2.280
7 C -3.043 -0.946 -1.822
8 O -3.669 -0.202 -2.494
9 O -2.806 -0.676 -0.483
10 C -0.854 -3.876 -1.315
11 C 0.344 -3.161 -0.727
12 O 1.464 -3.169 -1.097
13 O -0.033 -2.492 0.434
14 H -3.662 -1.857 1.346
15 H -3.830 -4.139 1.532
16 H -2.078 -4.216 1.332
17 H -4.086 -3.217 -0.757
18 H -3.266 -4.771 -0.841
19 H -3.170 -2.762 -2.922
20 H -1.568 -2.024 -2.893
21 H -0.651 -4.123 -2.358
22 H -0.955 -4.814 -0.764
23 F -4.067 3.433 1.515
24 C -3.303 2.484 2.038
25 C -2.925 1.416 1.228
26 C -2.113 0.420 1.778
27 C -1.732 0.482 3.134
28 C -2.158 1.569 3.888
29 F -1.826 1.670 5.177
30 C -2.932 2.585 3.359
31 C -0.955 -0.651 3.619
32 C -0.528 -0.829 4.931
33 C 0.118 -1.998 5.283
34 C 0.305 -2.974 4.318
35 C -0.110 -2.720 3.029
36 N -0.715 -1.579 2.661
37 H -3.277 1.398 0.212
38 H -3.240 3.420 3.973
39 H -0.714 -0.061 5.660
40 H 0.459 -2.147 6.298
41 H 0.781 -3.916 4.545
42 H 0.059 -3.454 2.258
43 F 0.611 2.926 -5.296
44 C 0.358 2.101 -4.310
45 C -0.568 2.443 -3.334
46 F -1.192 3.602 -3.382
47 C -0.844 1.560 -2.303
48 F -1.721 1.915 -1.354
49 C -0.207 0.330 -2.222
50 O -0.387 -0.558 -1.200
51 C 0.720 -0.003 -3.211
52 F 1.334 -1.184 -3.148
53 C 1.001 0.867 -4.248
54 F 1.874 0.524 -5.178
55 O 4.679 5.549 -3.837
56 S 3.891 5.376 -2.647
57 O 2.510 4.974 -2.868
58 O 4.082 6.345 -1.592
59 C 4.561 3.866 -1.872
60 N 5.781 3.406 -2.138
61 C 6.118 2.239 -1.615
62 C 5.249 1.468 -0.840
63 C 4.029 2.074 -0.580
64 N 3.709 3.261 -1.068
65 C 2.887 1.433 0.117
66 C 1.662 2.115 0.086
67 C 0.541 1.499 0.560
68 N 0.544 0.223 1.026
69 C 1.748 -0.385 1.174
70 C 2.923 0.204 0.774
71 H 7.116 1.881 -1.840
72 H 5.517 0.480 -0.499
73 H 1.636 3.120 -0.320
74 H -0.414 2.006 0.574
75 H 1.743 -1.377 1.597
76 H 3.850 -0.334 0.915

For the relative energy (zero: lowest compared OMol25 entry of this formula, charge and spin), the calculation gives 1.536 eV. The LUMO energy comes out at -0.23119 Ha. The charge is +1. The value obtained for the HOMO-LUMO gap is 2.9 eV. Its total energy is -91077.2206 eV.

Here are the Löwdin charges for atoms 1 to 2, given in e: 2.063 -0.143